Entry 1:
Computed, not measured: C24H57HfNOP2Si4 as an isolated structure in a non-equilibrium geometry, with wB97M-V/def2-TZVPD.

Calculated values
Highest occupied orbital energy (Ha): -0.2658
Kohn-Sham gap (eV): 6.9
Relative energy (zero: lowest compared OMol25 entry of this formula, charge and spin) (kcal per mole): 0.0
Lowest unoccupied orbital energy (eV): -0.32

Geometry (Å):
Hf  1.04695  -0.29858  -1.61283
P  -0.43629  -2.14107  -2.39075
P  2.49803  1.56296  -0.81077
N  2.37703  -1.47055  -1.38353
H  -2.12234  0.95798  -3.04441
C  -0.65072  -2.39911  -4.22098
H  -1.32253  -3.24673  -4.44914
H  0.33933  -2.58698  -4.67019
H  -1.06267  -1.47824  -4.66833
C  -2.19749  -2.08075  -1.82524
H  -2.81028  -2.86277  -2.30767
H  -2.61762  -1.08830  -2.05900
H  -2.21874  -2.21785  -0.73160
C  0.11855  -3.80652  -1.82871
H  -0.63445  -4.58241  -2.05255
H  0.30325  -3.76258  -0.74297
H  1.06874  -4.05344  -2.32982
C  3.36688  2.63202  -2.06033
H  4.02083  3.38443  -1.58319
H  2.61247  3.14524  -2.68029
H  3.97295  1.98632  -2.71840
C  1.68279  2.83537  0.25659
H  2.37770  3.64819  0.53286
H  1.31041  2.34166  1.16958
H  0.82007  3.25546  -0.28703
C  3.89733  0.97303  0.23442
H  4.45869  1.81407  0.67779
H  4.57003  0.36116  -0.38860
H  3.48667  0.33136  1.03091
C  3.35787  -2.40841  -1.22114
C  5.18901  -3.76267  -2.10992
C  4.19404  -2.79847  -2.30038
C  3.55394  -3.01579  0.04841
C  4.55160  -3.97802  0.22276
C  5.37469  -4.35816  -0.85129
H  5.82696  -4.05400  -2.95187
H  4.04004  -2.32831  -3.27677
H  2.90443  -2.71031  0.87443
H  4.69044  -4.43841  1.20741
H  6.15503  -5.11277  -0.70834
C  -1.25622  1.65418  -2.96910
O  -0.19412  0.97319  -2.35822
C  -0.85582  2.07481  -4.38947
H  -1.24941  3.08295  -4.61145
H  -1.25651  1.37088  -5.14009
H  0.24321  2.10250  -4.48294
C  -1.66847  2.84765  -2.09967
H  -1.11283  3.75694  -2.38931
H  -1.46295  2.63163  -1.03634
H  -2.74814  3.04328  -2.20348
C  -0.27304  -2.76429  2.02949
Si  -0.10230  -0.99609  2.55993
C  -1.07320  -0.78549  4.13481
C  1.67449  -0.73859  3.03887
Si  -0.75666  0.41685  0.90333
Si  -3.13569  0.01561  0.74308
C  -4.12557  0.91453  2.02448
C  -4.08391  0.78934  -0.69981
C  -3.80220  -1.69854  1.24642
Si  -0.98751  2.49272  2.28099
C  -2.21519  2.66090  3.73305
C  0.49178  3.00730  3.38482
C  -1.54669  3.98215  1.27245
H  0.01822  -3.42667  2.86931
H  0.42453  -2.92025  1.19542
H  -1.31264  -2.98599  1.72035
H  -0.76445  -1.56796  4.85639
H  -0.81893  0.19108  4.57834
H  -2.15996  -0.86908  3.94667
H  2.30312  -1.00178  2.17940
H  1.85113  0.31333  3.33522
H  1.92861  -1.41126  3.88279
H  -4.07805  1.99027  1.77800
H  -5.19616  0.63391  1.94284
H  -3.78225  0.64426  3.04037
H  -3.86265  0.45565  -1.71560
H  -5.16648  0.60020  -0.54567
H  -3.93422  1.88444  -0.66470
H  -3.62255  -2.58389  0.62426
H  -3.43487  -1.93157  2.26446
H  -4.90797  -1.62780  1.30276
H  -2.12099  1.86029  4.48498
H  -2.00302  3.61594  4.25320
H  -3.26673  2.79799  3.46962
H  1.43985  3.32162  2.91761
H  0.20021  3.90213  3.97211
H  0.70536  2.19208  4.10163
H  -0.83119  4.29304  0.49761
H  -2.52473  3.75925  0.79903
H  -1.67984  4.84827  1.95269



Entry 2:
Computed, not measured: a 2-piece molecular cluster, C3H11N2O overall in a non-equilibrium geometry, with wB97M-V/def2-TZVPD.

Calculated values
Net charge: +1
Highest occupied orbital energy (spin up / spin down) (Ha): -0.4567 / -0.3970
Kohn-Sham gap (spin up / spin down) (eV): 9.4 / 6.4
Relative energy (zero: lowest compared OMol25 entry of this formula, charge and spin) (kcal per mole): 131.8
Lowest unoccupied orbital energy (spin up / spin down) (eV): -3.07 / -4.36

Geometry (Å):
C  0.16245  -1.86051  -1.63785
C  -0.36718  -0.55070  -1.42333
C  0.29084  0.49308  1.30893
N  -0.27899  0.22458  2.50007
N  -0.16776  2.01167  0.88878
O  0.05287  0.49726  -2.19039
H  -0.53410  -2.59400  -2.00528
H  0.94281  -1.68398  -2.39146
H  0.67622  -2.17108  -0.71491
H  -1.35878  -0.43696  -0.96468
H  1.34447  0.59765  1.15655
H  -1.29439  -0.17398  2.45471
H  0.14072  -0.27357  3.20125
H  -0.22866  1.87278  -0.15072
H  0.52418  2.66926  1.10655
H  -1.17451  2.05758  1.27594
H  0.89909  0.57642  -2.74894



Entry 3:
Computed, not measured: C4H6O3Tl as an isolated structure in a non-equilibrium geometry, with wB97M-V/def2-TZVPD.

Calculated values
2S+1: 2
Highest occupied orbital energy (spin up / spin down) (Ha): -0.2907 / -0.3465
Kohn-Sham gap (spin up / spin down) (eV): 7.6 / 9.1
Relative energy (zero: lowest compared OMol25 entry of this formula, charge and spin) (kcal per mole): 0.0
Lowest unoccupied orbital energy (spin up / spin down) (eV): -0.29 / -0.30

Geometry (Å):
C  -1.56447  0.92721  0.00692
O  -0.81318  1.77931  -0.54328
C  0.51299  -0.72777  -0.16338
C  -0.24500  -0.71591  1.11733
O  -1.21386  0.34055  1.16219
C  1.92030  -0.25289  -0.23804
O  -2.61321  0.49958  -0.54101
Tl  -2.58677  2.13161  -2.28501
H  0.10109  -1.32904  -0.97883
H  -0.84532  -1.63235  1.24406
H  0.43276  -0.63316  1.97901
H  2.18588  0.05318  -1.25905
H  2.64135  -1.03941  0.05881
H  2.08745  0.59908  0.44028



Entry 4:
Computed, not measured: an isolated molecule of C4H5NO in a non-equilibrium geometry, with wB97M-V/def2-TZVPD.

Calculated values
SMILES string: C#CC(=O)NC
Highest occupied orbital energy (Ha): -0.3524
Kohn-Sham gap (eV): 9.8
Relative energy (zero: lowest compared OMol25 entry of this formula, charge and spin) (kcal per mole): 85.8
Lowest unoccupied orbital energy (eV): 0.22

Geometry (Å):
C  0.23827  -1.90119  0.41071
C  0.56887  -0.99344  1.16630
C  0.35573  0.43397  1.25278
O  0.54159  1.09447  2.23915
N  -0.26496  1.07102  0.12413
C  -0.19526  0.65560  -1.23341
H  0.42975  -2.91949  0.19538
H  -1.22194  1.28404  0.35974
H  -1.07386  1.08355  -1.79438
H  -0.21165  -0.63679  -1.14297
H  0.83347  0.82824  -1.57743



Entry 5:
Computed, not measured: an isolated molecule of C3H2F4O in a non-equilibrium geometry, with wB97M-V/def2-TZVPD.

Calculated values
SMILES string: O[C@@]1(F)[C@H](F)C1(F)F
Highest occupied orbital energy (Ha): -0.4020
Kohn-Sham gap (eV): 11.4
Relative energy (zero: lowest compared OMol25 entry of this formula, charge and spin) (kcal per mole): 40.4
Lowest unoccupied orbital energy (eV): 0.50

Geometry (Å):
O  0.34754  0.96545  -0.14000
C  0.10309  0.17274  0.83592
F  -0.18040  0.81772  2.10920
C  -0.77396  -0.98891  0.58508
F  -1.64432  -1.29048  1.56829
C  0.65705  -1.19499  0.93480
F  0.94418  -1.88995  2.02863
F  1.44185  -1.56818  -0.12962
H  0.94734  1.71772  -0.05954
H  -1.18550  -1.17630  -0.51963



Entry 6:
Computed, not measured: an isolated ion of composition C6H14NO and charge -1 in a non-equilibrium geometry, with wB97M-V/def2-TZVPD.

Calculated values
Net charge: -1
SMILES string: CC[C@@H](C)[C@@H](N)C[O-]
Highest occupied orbital energy (Ha): -0.0870
Kohn-Sham gap (eV): 6.2
Relative energy (zero: lowest compared OMol25 entry of this formula, charge and spin) (kcal per mole): 23.6
Lowest unoccupied orbital energy (eV): 3.83

Geometry (Å):
C  -0.16103  -1.21359  -2.10750
C  0.37547  -1.53064  -0.73529
C  -0.32299  -0.90974  0.43293
C  -0.10101  -1.85388  1.62991
C  0.23228  0.56354  0.68480
N  1.47398  0.98594  0.07946
C  -0.96935  1.53700  0.32874
O  -0.53972  2.74830  -0.08402
H  0.52727  -1.41386  -2.91795
H  -1.10050  -1.71963  -2.37023
H  -0.55023  -0.19573  -2.12370
H  1.43779  -1.21744  -0.80465
H  0.53203  -2.61683  -0.71492
H  -1.37694  -0.70088  0.32231
H  0.97226  -2.00802  1.84588
H  -0.37434  -2.86353  1.30168
H  -0.46839  -1.57129  2.61784
H  0.41858  0.69144  1.75921
H  1.47837  1.98677  0.21013
H  1.47250  0.83685  -0.92126
H  -1.72010  1.12195  -0.39002
H  -1.67032  1.47492  1.22729



Entry 7:
Computed, not measured: a 2-piece molecular cluster, C3H7N3O2S overall in a non-equilibrium geometry, with wB97M-V/def2-TZVPD.

Calculated values
Highest occupied orbital energy (Ha): -0.3442
Kohn-Sham gap (eV): 9.3
Relative energy (zero: lowest compared OMol25 entry of this formula, charge and spin) (kcal per mole): 45.9
Lowest unoccupied orbital energy (eV): -0.02

Geometry (Å):
C  -2.38480  -1.16186  -0.02840
C  1.93743  -0.09639  -0.53915
C  -2.16866  0.21353  -0.21270
N  -2.25523  1.39688  -0.26555
N  1.29332  -0.12098  0.73586
N  -2.04133  2.58662  -0.32251
O  -3.47008  -1.69424  -0.18808
O  -1.23000  -1.79057  0.40393
S  3.79660  0.12218  -0.52387
H  1.73983  0.74407  -1.07803
H  1.86946  -1.04130  -1.04440
H  -0.60386  -1.12577  0.52894
H  0.92181  0.72911  1.05183
H  1.60889  -0.68919  1.46487
H  3.80977  -1.11664  0.06198
H  -2.82312  3.04457  -0.04472